*a*
# C10H14N4SeSn

A structure of composition C10H14N4SeSn (the ωB97M-V functional and the def2-TZVPD basis, the OMol25 dataset).

Structure (ORCA input):
```
! wB97M-V def2-TZVPD RIJCOSX def2/J DEFGRID3
* xyz 2 1
Sn -2.323 1.065 -1.033
Se -1.580 2.971 0.601
C -3.403 3.252 0.646
N -4.553 3.354 0.576
N -0.125 0.358 -1.116
C 0.846 0.212 -1.722
C 2.041 0.025 -2.468
C 3.167 0.798 -2.161
C 4.317 0.622 -2.904
C 4.340 -0.309 -3.937
C 3.219 -1.075 -4.238
C 2.059 -0.914 -3.505
H 3.130 1.523 -1.359
H 5.197 1.210 -2.684
H 5.245 -0.439 -4.517
H 3.252 -1.793 -5.045
H 1.177 -1.501 -3.728
N -1.500 -0.795 4.597
C -2.234 -1.143 3.322
C -1.781 -0.239 2.176
N -2.562 -0.468 0.953
H -1.806 -1.392 5.370
H -1.669 0.174 4.878
H -0.489 -0.917 4.503
H -3.295 -1.014 3.532
H -2.043 -2.196 3.122
H -0.727 -0.400 1.946
H -1.903 0.811 2.449
H -3.558 -0.363 1.146
H -2.435 -1.414 0.600
*
```

Values from the calculation:
HOMO-LUMO gap   8.6 eV

*b*
# C10H14N4SeSn

A structure of composition C10H14N4SeSn (the ωB97M-V functional and the def2-TZVPD basis, the OMol25 dataset).

Structure (ORCA input):
```
! wB97M-V def2-TZVPD RIJCOSX def2/J DEFGRID3
* xyz 2 1
Sn 0.435 -0.095 1.549
Se 1.549 1.887 0.138
C 0.741 2.339 1.724
N 0.166 2.178 2.728
N -1.580 0.497 0.721
C -2.677 0.842 0.641
C -4.015 1.275 0.529
C -4.424 2.398 1.260
C -5.736 2.815 1.151
C -6.619 2.125 0.327
C -6.204 1.012 -0.395
C -4.898 0.574 -0.302
H -3.725 2.921 1.898
H -6.074 3.677 1.707
H -7.644 2.459 0.248
H -6.904 0.487 -1.030
H -4.561 -0.290 -0.856
N 6.120 -2.119 -1.991
C 5.266 -2.416 -0.778
C 3.926 -1.679 -0.853
N 3.071 -1.923 0.298
H 7.018 -2.608 -1.936
H 6.319 -1.119 -2.076
H 5.661 -2.418 -2.855
H 5.846 -2.111 0.091
H 5.130 -3.496 -0.750
H 3.388 -1.988 -1.752
H 4.102 -0.602 -0.933
H 3.562 -1.733 1.166
H 2.764 -2.889 0.330
*
```

Values from the calculation:
HOMO-LUMO gap   8.6 eV

In order of decreasing stability: *a*, *b*.

*a*
# C4H12NO

A cluster of 2 separate species, C4H12NO in total (the ωB97M-V functional and the def2-TZVPD basis, the OMol25 dataset).

Structure (ORCA input):
```
! wB97M-V def2-TZVPD RIJCOSX def2/J DEFGRID3
* xyz 2 2
C 1.678 0.512 0.750
C 0.251 -0.146 0.735
C 0.113 -1.123 -0.359
C -1.036 -1.375 -1.149
N 2.126 1.066 -0.627
H 2.383 -0.149 1.243
H 1.530 1.445 1.287
H -0.475 0.669 0.614
H -0.020 -0.600 1.701
H 0.997 -1.660 -0.710
H -0.922 -1.836 -2.127
H -1.979 -0.876 -0.931
H 1.795 2.035 -0.629
H 1.668 0.625 -1.420
H 3.136 0.963 -0.735
H -3.150 1.287 0.268
H -3.668 -0.030 0.750
O -2.830 0.436 0.637
*
```

Values from the calculation:
HOMO-LUMO gap (alpha / beta)   9.5 / 6.1 eV

*b*
# C4H12NO

The ion C4H12NO with charge +2 (the ωB97M-V functional and the def2-TZVPD basis, the OMol25 dataset).

Structure (ORCA input):
```
! wB97M-V def2-TZVPD RIJCOSX def2/J DEFGRID3
* xyz 2 2
C 1.109 0.988 -0.238
O 0.947 2.427 -0.034
C -0.083 0.100 -0.032
C -0.033 -1.399 -0.596
C -1.397 -2.174 -0.648
N -0.442 0.039 1.435
H 1.531 0.914 -1.227
H 2.007 0.936 0.500
H 1.273 2.964 -0.647
H -0.878 0.716 -0.655
H 0.257 -1.307 -1.710
H 0.785 -2.081 0.029
H -1.644 -3.291 -0.973
H -1.987 -2.220 0.333
H -1.811 -1.667 -1.595
H 0.293 -0.469 1.909
H -1.285 -0.383 1.646
H -0.598 1.115 1.707
*
```

Values from the calculation:
HOMO-LUMO gap (alpha / beta)   10.9 / 3.8 eV

In order of decreasing stability: *a*, *b*.

*a*
# C4H10NOP

A cluster of 2 separate species, C4H10NOP in total (the ωB97M-V functional and the def2-TZVPD basis, the OMol25 dataset).

Structure (ORCA input):
```
! wB97M-V def2-TZVPD RIJCOSX def2/J DEFGRID3
* xyz 0 1
C 0.958 -0.861 -0.076
C 3.145 0.216 0.123
C -2.461 -0.785 -0.236
C -1.382 0.083 -0.751
N 1.685 0.059 -0.214
O -3.513 -0.094 0.451
P -1.395 1.804 -0.004
H 0.749 -1.817 0.456
H 3.266 1.210 0.763
H 3.755 0.346 -0.793
H 3.753 -0.505 0.733
H -1.850 -1.348 0.482
H -2.829 -1.603 -0.948
H -1.115 0.171 -1.732
H -3.722 0.625 -0.107
H -0.149 2.256 -0.521
H -0.958 1.590 1.291
*
```

Values from the calculation:
HOMO-LUMO gap (alpha / beta)   7.6 / 7.8 eV

*b*
# C4H10NOP

The molecule C4H10NOP (the ωB97M-V functional and the def2-TZVPD basis, the OMol25 dataset).

Structure (ORCA input):
```
! wB97M-V def2-TZVPD RIJCOSX def2/J DEFGRID3
* xyz 0 1
C 0.666 0.938 -0.022
C 1.869 -0.011 -2.039
C -1.747 -0.763 2.167
C 0.631 -0.174 -1.208
N -0.208 0.766 0.921
O -2.302 -0.083 -0.416
P -1.992 0.518 0.842
H 1.284 1.856 -0.001
H 2.742 -0.697 -1.992
H 2.331 0.954 -2.032
H 1.533 -0.315 -3.033
H -2.603 -1.367 2.570
H -0.985 -1.460 1.903
H -1.378 -0.311 3.094
H 0.492 -1.220 -0.842
H -0.294 0.020 -1.693
H -0.039 1.351 1.779
*
```

Values from the calculation:
HOMO-LUMO gap (alpha / beta)   7.3 / 7.3 eV

In order of decreasing stability: *b*, *a*.